Record 1
Entry from OMol25: an isolated molecule of C2H4N2S2 at a distorted geometry (ωB97M-V/def2-TZVPD).

```
10
Properties=species:S:1:pos:R:3:mulliken_charge:R:1
C 1.71 -0.48 1.08 -0.168
N 0.65 -0.38 0.36 -0.335
S 0.85 0.58 -1.12 0.022
C -0.87 0.46 -1.55 -0.014
N -2.05 0.14 -1.06 -0.344
S -2.21 -0.53 0.48 -0.138
H 2.45 -0.05 0.53 0.220
H 1.72 -0.74 2.20 0.226
H -1.16 1.04 -2.35 0.378
H -1.09 -0.05 1.44 0.153
```

ΔE to the lowest compared entry with this formula, charge and spin   4.748 eV
Kohn-Sham gap   8.364 eV
SMILES   C=NS/C=N\S
2S+1   1
Molecular weight   120.20 u
Electronic energy   -984.3404 hartree

---

Record 2
Entry from OMol25: an isolated molecule of C2H4N2S3 at a distorted geometry (ωB97M-V/def2-TZVPD).

```
11
Properties=species:S:1:pos:R:3:mulliken_charge:R:1
C -0.82 0.69 0.47 -0.338
C -0.95 -0.53 -0.46 -0.767
N 0.15 1.60 -0.05 -0.326
N 1.76 -1.41 0.03 -0.202
S 1.68 1.77 0.05 0.101
S 2.64 -0.10 -0.02 0.095
S 0.24 -1.92 0.19 0.050
H -1.82 1.31 0.30 0.281
H -0.56 0.23 1.40 0.383
H -1.83 -1.13 -0.40 0.375
H -0.48 -0.51 -1.51 0.349
```

ΔE to the lowest compared entry with this formula, charge and spin   3.642 eV
Kohn-Sham gap (spin up / spin down)   7.362 / 6.805 eV
2S+1   1
Molecular weight   152.27 u
Electronic energy   -1382.5382 hartree

---

Record 3
Entry from OMol25: an isolated molecule of C2H4N2S3 at a distorted geometry (ωB97M-V/def2-TZVPD).

```
11
Properties=species:S:1:pos:R:3:mulliken_charge:R:1
C 1.49 0.86 -0.66 -0.590
C -1.07 -0.28 0.23 0.354
N -0.31 -1.27 0.06 -0.056
N 0.91 -1.42 0.54 -0.562
S 2.06 -0.38 0.25 0.233
S -0.87 1.12 1.34 -0.138
S -2.65 -0.28 -0.53 -0.240
H 2.21 1.59 -0.97 0.283
H 0.50 0.91 -1.06 0.387
H 0.17 0.57 1.98 0.167
H -2.45 -1.42 -1.18 0.162
```

ΔE to the lowest compared entry with this formula, charge and spin   3.197 eV
Kohn-Sham gap (spin up / spin down)   7.866 / 7.864 eV
2S+1   1
Molecular weight   152.27 u
Electronic energy   -1382.5546 hartree

---

Copy entry 2 word for word.
Entry from OMol25: an isolated molecule of C2H4N2S3 at a distorted geometry (ωB97M-V/def2-TZVPD).

```
11
Properties=species:S:1:pos:R:3:mulliken_charge:R:1
C -0.82 0.69 0.47 -0.338
C -0.95 -0.53 -0.46 -0.767
N 0.15 1.60 -0.05 -0.326
N 1.76 -1.41 0.03 -0.202
S 1.68 1.77 0.05 0.101
S 2.64 -0.10 -0.02 0.095
S 0.24 -1.92 0.19 0.050
H -1.82 1.31 0.30 0.281
H -0.56 0.23 1.40 0.383
H -1.83 -1.13 -0.40 0.375
H -0.48 -0.51 -1.51 0.349
```

ΔE to the lowest compared entry with this formula, charge and spin   3.642 eV
Kohn-Sham gap (spin up / spin down)   7.362 / 6.805 eV
2S+1   1
Molecular weight   152.27 u
Electronic energy   -1382.5382 hartree